The following is a DFT calculation (ωB97M-V/def2-TZVPD) of a molecular structure, C41H36IrN3O3Sb2 in a non-equilibrium geometry.

```
86
C41H36IrN3O3Sb2 (ωB97M-V/def2-TZVPD)
Ir -18.938 -0.998 5.452
O -21.219 -2.167 10.103
C -20.556 -3.254 10.030
C -20.732 -4.263 11.006
C -20.023 -5.419 10.986
C -19.155 -5.601 9.895
C -19.001 -4.670 8.837
C -19.648 -3.480 8.912
C -19.530 -2.406 7.843
O -18.897 -2.708 6.794
N -20.161 -1.267 8.069
N -20.026 -0.328 6.943
C -20.602 0.822 7.100
C -20.475 1.915 6.278
C -20.996 3.091 6.771
C -20.790 4.302 6.205
C -20.045 4.340 5.016
C -19.528 3.189 4.508
N -19.663 1.937 5.131
H -20.858 -1.571 9.345
H -21.490 -4.130 11.757
H -20.167 -6.207 11.705
H -18.473 -6.460 9.914
H -18.288 -4.900 8.066
H -21.126 0.966 8.061
H -21.531 2.968 7.720
H -21.222 5.207 6.658
H -19.862 5.296 4.448
H -18.975 3.200 3.556
C -20.943 -0.083 2.146
C -21.971 -1.257 2.199
C -22.491 -1.564 3.584
Sb -21.809 -3.524 4.123
C -22.887 -4.089 5.847
C -23.682 -5.208 5.894
C -24.532 -5.307 6.974
C -24.524 -4.341 7.980
C -23.613 -3.304 7.954
C -22.757 -3.163 6.883
C -22.282 -4.821 2.464
C -21.380 -5.825 2.078
C -21.588 -6.578 0.891
C -22.702 -6.306 0.125
C -23.635 -5.393 0.555
C -23.427 -4.616 1.691
Sb -18.819 -0.593 2.005
C -18.690 -1.891 0.294
C -19.401 -1.396 -0.807
C -19.094 -1.826 -2.066
C -18.084 -2.776 -2.253
C -17.416 -3.315 -1.184
C -17.680 -2.854 0.094
C -18.105 -1.974 3.496
C -18.244 -3.429 3.390
C -17.556 -4.236 4.272
C -16.599 -3.703 5.155
C -16.335 -2.353 5.153
C -17.048 -1.463 4.299
H -21.096 0.595 2.965
H -21.121 0.471 1.213
H -21.538 -2.084 1.653
H -22.851 -0.900 1.616
H -23.606 -1.535 3.562
H -22.158 -0.862 4.347
H -23.710 -5.897 5.083
H -25.149 -6.193 7.048
H -25.146 -4.442 8.847
H -23.617 -2.540 8.728
H -22.031 -2.341 6.776
H -20.472 -5.995 2.627
H -20.864 -7.366 0.588
H -22.895 -6.782 -0.841
H -24.548 -5.221 -0.007
H -24.132 -3.854 1.950
H -20.115 -0.617 -0.653
H -19.659 -1.356 -2.882
H -17.817 -3.044 -3.269
H -16.640 -4.069 -1.363
H -17.113 -3.239 0.890
H -18.817 -3.978 2.618
H -17.599 -5.309 4.188
H -15.936 -4.358 5.740
H -15.522 -1.936 5.760
H -16.710 -0.425 4.200
O -18.338 1.056 3.548
C -18.974 0.818 4.637
```

Computed properties:
- total charge = +3
- Kohn-Sham gap (spin up / spin down) (eV) = 6.8 / 5.4
- HOMO energy (spin up / spin down) (hartree) = -0.5237 / -0.5887
- LUMO energy (spin up / spin down) (eV) = -7.472 / -10.627
- multiplicity = 6

***

The following is a DFT calculation (ωB97M-V/def2-TZVPD) of a molecular structure, C11H20N2O2 in a non-equilibrium geometry.

```
35
C11H20N2O2 (ωB97M-V/def2-TZVPD)
C -1.137 0.346 -1.120
C 0.612 2.816 0.091
C 0.028 -0.412 -1.667
C 1.329 0.358 -1.397
C 0.945 1.459 0.687
C 3.986 0.159 0.107
C 2.400 -1.777 0.495
C -3.203 0.134 1.774
C -4.149 0.439 -0.536
C 2.626 -0.278 0.656
C -2.924 0.639 0.361
N 1.555 0.501 0.032
N -1.811 -0.118 -0.170
O -0.337 3.277 -0.460
O 1.772 3.144 0.440
H -1.324 1.325 -1.577
H 0.063 -1.397 -1.202
H -0.083 -0.526 -2.747
H 2.174 -0.164 -1.843
H 1.261 1.351 -1.853
H 0.989 1.448 1.767
H 4.149 -0.219 -0.899
H 4.045 1.245 0.087
H 4.782 -0.221 0.740
H 1.438 -2.063 0.912
H 3.181 -2.315 1.025
H 2.435 -2.076 -0.550
H -3.479 -0.917 1.738
H -2.312 0.233 2.390
H -4.013 0.699 2.226
H -5.015 0.929 -0.102
H -4.359 -0.622 -0.643
H -3.964 0.860 -1.520
H 2.595 -0.036 1.722
H -2.676 1.709 0.385
```

Computed properties:
- Kohn-Sham gap (eV) = 10.1
- HOMO energy (hartree) = -0.3454
- LUMO energy (eV) = 0.705

***

The following is a DFT calculation (ωB97M-V/def2-TZVPD) of C5H3N3 in the gas phase in a non-equilibrium geometry.

```
11
C5H3N3 (ωB97M-V/def2-TZVPD)
C 1.077 -0.115 -1.073
C 0.338 0.292 -0.088
C 0.596 1.096 1.105
N -0.389 0.963 1.869
N -1.295 -0.085 1.498
C -0.977 -0.386 0.315
C -1.660 -1.143 -0.699
N -2.202 -1.660 -1.595
H 2.061 0.499 -0.949
H 0.952 -1.046 -1.774
H 1.498 1.584 1.390
```

Computed properties:
- SMILES = C=C1C=NN=C1C#N
- Kohn-Sham gap (eV) = 9.2
- HOMO energy (hartree) = -0.3862
- LUMO energy (eV) = -1.346

***

The following is a DFT calculation (ωB97M-V/def2-TZVPD) of 2 unconnected molecules or ions with the total composition C7H11FN2Si in a non-equilibrium geometry.

```
22
C7H11FN2Si (ωB97M-V/def2-TZVPD)
C 0.874 3.165 0.771
Si 0.176 1.394 0.490
C -1.264 1.319 -0.649
F -0.251 0.968 2.048
C 1.486 0.165 -0.052
C 1.585 -0.565 -1.102
N 1.771 -0.997 -2.219
H 1.948 3.103 0.881
H 0.523 4.018 0.265
H 0.561 3.441 1.921
H -0.920 1.660 -1.633
H -1.391 0.253 -0.825
H -2.233 1.805 -0.394
H 2.275 0.024 0.685
H 1.414 -1.954 -2.603
C -0.618 -2.638 1.355
C -1.300 -2.295 0.295
C -0.974 -2.640 -1.058
N -0.818 -2.803 -2.170
H 0.333 -3.193 1.226
H -0.903 -2.396 2.388
H -2.275 -1.835 0.380
```

Computed properties:
- SMILES = C[Si](C)(F)C=C=N.C=CC#N
- Kohn-Sham gap (eV) = 9.4
- HOMO energy (hartree) = -0.3315
- LUMO energy (eV) = 0.339

***

Energy relative to the best compared isomer or geometry (same formula, charge and spin), record by record: 1.686 3.044 2.723 1.110 eV
Molecular weight, record by record: 1054.494 212.293 105.100 170.263 g mol⁻¹